Entry 1:
The following is a DFT calculation (ωB97M-V with the def2-TZVPD basis set) of 2 unconnected molecules or ions with the total composition C6H10IN in a non-equilibrium geometry.

The value obtained for the HOMO-LUMO gap is 8.4657 eV. Its LUMO energy is -0.101 eV. The total energy comes out at -15971.8512 eV. The energy above the lowest of the compared OMol25 structures with the same formula, charge and spin comes out at 50.0 kcal/mol.

Structure (XYZ):
```
18
C6H10IN (ωB97M-V with the def2-TZVPD basis set)
H 1.18770 2.14951 3.05934
H -0.96777 -2.72400 -2.83741
H -1.75190 -2.64158 -1.29316
I -2.59515 0.19114 -0.96678
C -0.85126 -0.74441 -1.82386
H -0.13809 -2.60011 -1.14712
H -0.40812 -1.11094 1.62648
H 1.86527 0.96606 -1.91415
C 0.36033 -0.39382 1.76571
N 1.04085 0.80474 -2.53643
H 1.65261 1.89993 1.34940
C -0.89871 -2.32403 -1.81882
C 0.80286 2.10270 1.98199
H 1.39565 -0.62256 1.81581
H 0.43995 3.12689 1.61975
H -1.16544 0.97259 1.53470
C 0.12408 0.05515 -2.15424
C -0.09286 0.89273 1.73879
```



Entry 2:
The following is a DFT calculation (ωB97M-V with the def2-TZVPD basis set) of 2 unconnected molecules or ions with the total composition C6H10IN3 in a non-equilibrium geometry.

The value obtained for the HOMO-LUMO gap (alpha / beta) is 7.2260 / 6.2594 eV. Its LUMO energy (alpha / beta) is -1.320 / -1.919 eV. The total energy comes out at -18953.0782 eV. The energy above the lowest of the compared OMol25 structures with the same formula, charge and spin comes out at 49.3 kcal/mol.

Structure (XYZ):
```
20
C6H10IN3 (ωB97M-V with the def2-TZVPD basis set)
H -0.58486 1.92418 0.98115
H -3.73910 -1.17018 -0.75129
H 2.12949 0.87204 2.28313
H 2.09967 -0.87893 -0.38100
H 2.52107 -0.84378 1.86747
N -2.07422 0.07630 -0.45098
N -2.76959 -1.06595 -0.60205
H -0.61371 2.29227 -0.79679
H 0.80496 2.52765 0.02872
C 1.86605 -0.08675 1.69374
C -0.80050 -0.42518 -0.43489
C -1.95558 -2.12597 -0.72900
C 1.69239 0.05188 0.12422
H 2.27400 0.96980 -0.17457
I 0.78218 0.92577 -3.32701
C 0.36342 0.48236 -0.33850
N -0.70555 -1.74605 -0.52980
H 0.92802 -0.48421 2.10535
C -0.07393 1.86302 0.01828
H -2.14421 -3.15828 -0.58618
```



Entry 3:
The following is a DFT calculation (ωB97M-V with the def2-TZVPD basis set) of 2 unconnected molecules or ions with the total composition C6H10IN5 in a non-equilibrium geometry.

The value obtained for the HOMO-LUMO gap (alpha / beta) is 7.7783 / 7.7779 eV. Its LUMO energy (alpha / beta) is -8.808 / -8.807 eV. Its charge is +2. The total energy comes out at -21914.9423 eV. The energy above the lowest of the compared OMol25 structures with the same formula, charge and spin comes out at 55.0 kcal/mol.

Structure (XYZ):
```
22
C6H10IN5 (ωB97M-V with the def2-TZVPD basis set)
C -0.13311 0.79880 -2.14630
N -1.28527 -0.72748 3.41042
H -1.01251 -1.77055 1.05118
H 2.33044 0.85024 -2.45471
N 2.66037 0.60168 -1.53748
H 3.65325 0.83233 -1.32962
C -1.54102 0.41982 -2.19762
C 0.39840 0.25637 -1.00244
C -1.26701 -0.09230 2.29498
H 1.18542 -0.60801 0.89037
N -0.33250 -1.13020 0.70030
H -0.96574 -1.63426 3.60696
I -1.72476 1.74746 1.66208
H -2.20009 0.62342 -3.05218
H 0.15074 1.50319 -2.98562
C -1.82911 -0.26896 -1.12108
C 1.76841 0.23922 -0.58921
H 2.90540 -0.12427 1.08483
H -1.40692 -0.20313 4.28094
N -0.64550 -0.46637 -0.41693
H -2.70869 -0.89558 -0.81064
N 1.99979 0.04860 0.66179
```



Entry 4:
The following is a DFT calculation (ωB97M-V with the def2-TZVPD basis set) of a molecular structure, C6H10LiO3Tl in a non-equilibrium geometry.

The value obtained for the HOMO-LUMO gap is 6.0216 eV. Its LUMO energy is -0.637 eV. The total energy comes out at -17423.1906 eV. The energy above the lowest of the compared OMol25 structures with the same formula, charge and spin comes out at 9.0 kcal/mol.

Structure (XYZ):
```
21
C6H10LiO3Tl (ωB97M-V with the def2-TZVPD basis set)
C -0.80001 1.14173 0.45025
H 1.74815 -2.96124 -0.08505
O 1.72141 0.04868 1.32087
O -3.18889 -0.46811 -1.92387
O 0.82142 2.91610 0.62342
Li 2.24315 1.73015 0.96777
H 3.23198 -1.55434 1.25350
C 2.16035 -1.26875 1.22772
H 1.86549 -1.33957 -0.91784
Tl -3.25210 -1.04944 -4.18097
H 0.44911 -1.69238 0.01456
C 1.53227 -1.88437 -0.01972
H -0.68366 0.45620 -1.63287
C -0.30989 2.47987 0.28567
H -3.18498 -0.03789 0.07843
H -1.37933 0.99468 1.37053
H -1.01610 3.22414 -0.13639
C -2.62796 0.06086 -0.87494
H 1.78144 -1.80402 2.12147
H 0.27940 0.38467 0.86911
C -1.39124 0.62301 -0.81166
```



Entry 5:
The following is a DFT calculation (ωB97M-V with the def2-TZVPD basis set) of a gas-phase ion, C6H10N (charge +1) in a non-equilibrium geometry.

The value obtained for the HOMO-LUMO gap is 9.9796 eV. Its LUMO energy is -4.438 eV. Its charge is +1. The total energy comes out at -7863.4932 eV. The energy above the lowest of the compared OMol25 structures with the same formula, charge and spin comes out at 65.8 kcal/mol.

Structure (XYZ):
```
17
C6H10N (ωB97M-V with the def2-TZVPD basis set)
H -0.91506 -0.06021 -2.76362
H 1.53935 0.34821 -0.59233
H -1.64581 -1.03816 0.35313
C 0.92991 -1.37150 0.79724
H 1.34739 0.49311 3.01684
H -2.33870 -0.67024 -1.30989
H 0.75246 0.38976 -2.68273
C -1.55420 -0.60313 -0.63373
C 0.57258 -0.28162 1.37502
C -0.23528 0.53282 -2.16938
N -0.48469 -0.03571 -0.88264
H -0.45898 0.73825 2.92233
C 0.73982 -0.16462 -0.08885
C 0.50997 0.78182 2.41833
H 1.16791 -2.43571 0.49692
H -0.80507 1.53844 -2.31543
H 0.87840 1.83847 2.05878
```



Entry 6:
The following is a DFT calculation (ωB97M-V with the def2-TZVPD basis set) of a gas-phase ion, C6H10N (charge +1) in a non-equilibrium geometry.

The value obtained for the HOMO-LUMO gap is 10.9785 eV. Its LUMO energy is -3.257 eV. Its charge is +1. The total energy comes out at -7863.4179 eV. The energy above the lowest of the compared OMol25 structures with the same formula, charge and spin comes out at 67.6 kcal/mol.

Structure (XYZ):
```
17
C6H10N (ωB97M-V with the def2-TZVPD basis set)
H 2.07857 -1.59418 -0.36867
C 1.04268 -1.38596 -0.39442
H -2.08040 -0.00516 -1.40691
H 2.51494 1.13929 0.64919
C 0.79224 0.03353 -0.05561
H 2.26546 1.14023 -1.13117
H 1.26995 2.07135 0.15624
H -2.29934 -1.43833 -0.45088
C 0.34190 -0.97317 0.98478
C 1.71914 1.18266 -0.15787
C -1.95992 0.48312 0.54369
H 0.56422 -1.48734 1.87634
C -0.66503 -0.10595 0.31751
N -1.83690 -0.47105 -0.59257
H 0.59766 -1.97016 -1.22459
H -2.26457 1.52118 0.46486
H -2.41812 0.17730 1.44079
```



Entry 7:
The following is a DFT calculation (ωB97M-V with the def2-TZVPD basis set) of a gas-phase ion, C6H10N (charge +1) in a non-equilibrium geometry.

The value obtained for the HOMO-LUMO gap is 8.7884 eV. Its LUMO energy is -5.089 eV. Its charge is +1. The total energy comes out at -7861.9535 eV. The energy above the lowest of the compared OMol25 structures with the same formula, charge and spin comes out at 101.3 kcal/mol.

Structure (XYZ):
```
17
C6H10N (ωB97M-V with the def2-TZVPD basis set)
H -1.73287 -1.30801 1.14251
C -2.93607 0.09824 -0.21304
H -0.19273 -1.47510 -0.90677
H 0.49777 -1.41035 0.75868
H 2.55954 0.82031 -0.76156
H -3.31138 -0.14413 -1.14963
H 2.47713 0.19627 0.77923
C -0.25730 1.25917 -0.10262
C -1.59910 0.77495 0.01044
C -1.73994 -0.48716 0.41634
N 0.65336 0.35062 -0.08384
C 0.49030 -1.07446 -0.18765
H 1.52650 -1.34892 -0.66412
H 2.20761 1.75923 0.38211
H -0.17648 2.36214 -0.19822
H -3.73518 0.50123 0.44472
C 2.05697 0.79157 0.11358
```



Entry 8:
The following is a DFT calculation (ωB97M-V with the def2-TZVPD basis set) of a gas-phase ion, C6H10N (charge +1) in a non-equilibrium geometry.

The value obtained for the HOMO-LUMO gap is 9.1606 eV. Its LUMO energy is -5.503 eV. Its charge is +1. The total energy comes out at -7863.3877 eV. The energy above the lowest of the compared OMol25 structures with the same formula, charge and spin comes out at 68.3 kcal/mol.

Structure (XYZ):
```
17
C6H10N (ωB97M-V with the def2-TZVPD basis set)
H -1.97834 1.69088 0.54566
H 0.23618 0.46037 -1.96430
H 2.95854 -0.46838 0.50062
C 1.95355 -1.07038 0.45616
C 0.75546 0.76349 -1.09041
H 1.76218 -1.45463 1.38844
N -1.17254 -1.24287 -0.45851
H -1.46676 0.50580 1.62478
C -1.38971 0.83862 0.62661
H 1.44801 1.51974 -1.43132
H -3.15755 -0.25912 -0.12159
H 0.32888 1.82841 1.00212
H 2.08906 -1.68977 -0.43561
C 0.11945 1.14458 0.25869
C -2.00627 -0.36686 -0.12344
H -1.52280 -2.13647 -0.83270
C 1.04265 -0.06342 0.05478
```